1.
{"formula": "C37H27Br3F4IrN4OPS2", "method": "wB97M-V/def2-TZVPD", "homo_energy_ev": [-15.7, -16.3], "spin_multiplicity": 6, "total_charge": 3, "gap_ev": [7.20, 5.45], "elements": ["Ir", "Br", "Br", "Br", "S", "S", "P", "F", "F", "F", "F", "O", "N", "N", "N", "N", "C", "C", "C", "C", "C", "C", "C", "C", "C", "C", "C", "C", "C", "C", "C", "C", "C", "C", "C", "C", "C", "C", "C", "C", "C", "C", "C", "C", "C", "C", "C", "C", "C", "C", "C", "C", "C", "H", "H", "H", "H", "H", "H", "H", "H", "H", "H", "H", "H", "H", "H", "H", "H", "H", "H", "H", "H", "H", "H", "H", "H", "H", "H", "H"], "xyz": [[12.350, 10.537, 11.412], [7.321, 15.733, 13.013], [10.289, 9.059, 12.962], [9.384, 13.366, 8.230], [12.306, 7.943, 7.581], [14.087, 11.653, 10.260], [13.638, 9.600, 13.228], [13.180, 7.370, 17.930], [9.221, 8.397, 15.633], [10.562, 7.566, 17.910], [14.630, 8.157, 15.758], [10.989, 11.930, 10.166], [11.821, 9.145, 9.777], [13.335, 13.174, 8.241], [11.155, 12.155, 12.826], [13.440, 14.251, 10.239], [10.418, 12.982, 14.924], [14.581, 12.016, 14.044], [11.320, 8.706, 14.543], [13.242, 12.013, 7.368], [15.877, 6.683, 10.482], [9.593, 7.910, 7.186], [10.597, 8.913, 9.171], [14.468, 8.445, 12.139], [12.623, 7.811, 16.845], [10.680, 8.286, 7.930], [8.380, 8.340, 7.673], [13.553, 13.153, 9.520], [9.233, 13.502, 10.069], [9.509, 13.806, 14.271], [14.685, 6.279, 11.083], [12.810, 8.626, 9.042], [13.323, 8.238, 15.746], [14.905, 10.686, 13.991], [10.160, 12.719, 10.736], [15.678, 8.839, 11.512], [16.690, 12.352, 15.112], [14.030, 7.119, 11.992], [12.920, 15.503, 9.740], [16.987, 11.011, 15.014], [16.335, 7.960, 10.718], [15.514, 12.899, 14.633], [12.750, 8.731, 14.573], [10.577, 8.369, 15.660], [10.219, 12.859, 12.183], [8.309, 14.299, 10.757], [16.089, 10.158, 14.513], [9.334, 9.226, 9.689], [8.239, 8.976, 8.918], [9.348, 13.716, 12.878], [11.230, 7.898, 16.798], [8.441, 14.490, 12.113], [11.234, 12.203, 14.118], [13.699, 14.243, 11.217], [17.486, 12.896, 15.567], [14.230, 5.317, 10.913], [9.148, 9.808, 10.579], [13.119, 16.287, 10.451], [14.055, 11.400, 7.708], [13.112, 14.065, 7.844], [17.939, 10.609, 15.374], [16.361, 6.126, 9.699], [10.644, 13.008, 16.024], [15.275, 13.925, 14.606], [11.847, 15.578, 9.725], [17.222, 8.286, 10.160], [16.348, 9.112, 14.401], [7.528, 14.876, 10.261], [13.667, 12.361, 13.563], [13.139, 6.814, 12.539], [12.085, 11.649, 14.570], [16.119, 9.828, 11.532], [9.660, 7.356, 6.267], [13.347, 15.856, 8.800], [7.479, 8.135, 7.059], [13.324, 12.278, 6.330], [9.047, 14.601, 14.867], [13.878, 8.692, 9.234], [12.235, 11.574, 7.520], [7.281, 9.342, 9.274]]}

***

2.
{"formula": "C5H24N2O5", "method": "wB97M-V/def2-TZVPD", "homo_energy_ev": [-14.4, -14.4], "spin_multiplicity": 2, "total_charge": 1, "gap_ev": [11.10, 5.22], "elements": ["O", "O", "O", "O", "O", "N", "N", "C", "C", "C", "C", "C", "H", "H", "H", "H", "H", "H", "H", "H", "H", "H", "H", "H", "H", "H", "H", "H", "H", "H", "H", "H", "H", "H", "H", "H"], "xyz": [[-2.242, 2.625, -1.578], [-2.270, 3.141, 1.074], [-1.764, -3.320, 1.238], [0.371, 2.899, -2.714], [-0.585, -2.115, 3.303], [1.757, 2.439, 0.020], [-0.388, 0.210, 1.113], [1.856, 1.002, 0.602], [0.168, -2.385, -0.721], [0.662, 0.108, 0.092], [1.093, -1.462, 0.126], [0.597, -2.595, -2.202], [-0.762, 1.150, 1.220], [0.026, -3.383, -0.230], [-1.197, -0.415, 0.813], [1.296, 2.992, 0.859], [-1.922, 1.712, -1.476], [-1.410, 2.937, -2.066], [0.245, 0.310, -0.879], [2.154, -1.487, -0.195], [-2.592, -3.030, 1.725], [2.033, 1.112, 1.641], [-2.550, 2.420, 0.406], [1.387, -3.400, -2.274], [0.640, 3.892, -2.385], [2.768, 0.510, 0.221], [-0.644, -1.210, 2.860], [-2.164, 3.724, 0.389], [1.146, -1.726, -2.541], [2.715, 2.815, -0.089], [-1.076, -3.303, 1.890], [-0.154, -2.891, -2.947], [0.570, 2.365, -1.885], [1.068, -1.789, 1.187], [0.048, -1.956, 4.110], [-0.882, -1.895, -0.706]]}

***

3.
{"formula": "C6H23O9", "method": "wB97M-V/def2-TZVPD", "homo_energy_ev": -6.8, "spin_multiplicity": 1, "total_charge": -1, "gap_ev": 9.58, "elements": ["O", "O", "O", "O", "O", "O", "O", "O", "O", "C", "C", "C", "C", "C", "C", "H", "H", "H", "H", "H", "H", "H", "H", "H", "H", "H", "H", "H", "H", "H", "H", "H", "H", "H", "H", "H", "H", "H"], "xyz": [[2.795, 0.360, 0.260], [-3.914, -1.685, -1.747], [1.047, 0.553, -1.116], [1.209, -1.399, -3.435], [-0.110, 2.885, -1.916], [2.943, 2.887, -0.469], [-2.379, -3.602, -0.009], [-1.453, 0.089, -1.630], [1.486, 4.273, 1.383], [-0.735, 0.655, 3.678], [-0.158, -1.589, 0.693], [1.268, -1.444, 0.199], [1.714, -0.055, -0.212], [-0.777, -0.354, 1.393], [-0.760, -0.422, 2.896], [-1.846, -0.278, 1.174], [2.058, 3.875, 0.700], [-3.704, -2.530, -1.343], [2.089, -0.990, -3.468], [-0.284, 0.538, 1.015], [1.153, 3.618, 1.995], [-3.082, -1.227, -1.939], [1.523, -2.154, -0.594], [-0.719, 0.503, 4.749], [-0.737, -1.420, 3.329], [-1.508, 0.944, -2.096], [-0.843, -1.682, -0.152], [-0.452, -2.461, 1.281], [2.025, -1.762, 0.927], [-0.493, 0.150, -1.322], [0.186, 3.594, -1.333], [2.755, 2.346, -1.246], [-1.858, -2.973, -0.524], [0.446, 2.152, -1.584], [-1.793, -4.358, 0.058], [0.768, -0.717, -2.908], [2.927, 2.038, 0.079], [-0.787, 1.640, 3.234]]}

***

4.
{"formula": "C21H26BrN6O2Pd", "method": "wB97M-V/def2-TZVPD", "homo_energy_ev": [-16.9, -16.9], "spin_multiplicity": 1, "total_charge": 3, "gap_ev": [6.69, 6.70], "elements": ["Pd", "Br", "O", "O", "N", "N", "N", "N", "N", "N", "C", "C", "C", "C", "C", "C", "C", "C", "C", "C", "C", "C", "C", "C", "C", "C", "C", "C", "C", "C", "C", "H", "H", "H", "H", "H", "H", "H", "H", "H", "H", "H", "H", "H", "H", "H", "H", "H", "H", "H", "H", "H", "H", "H", "H", "H", "H"], "xyz": [[1.965, -0.079, 1.338], [-10.086, -0.504, 0.375], [0.457, -1.560, 0.203], [0.884, -0.244, 3.166], [-4.944, 0.868, -2.201], [5.473, -0.071, -0.830], [0.462, 1.198, 0.359], [-3.813, 1.027, -1.740], [3.371, 0.179, 0.104], [4.711, -1.616, 0.744], [-1.639, -1.696, -0.854], [0.455, 2.529, 0.340], [-6.209, 0.650, -0.129], [-8.378, -0.063, -1.806], [4.524, -0.521, -0.007], [-6.066, 0.581, -1.549], [6.045, -2.071, 1.173], [-0.518, -0.979, -0.231], [-1.677, 1.201, -0.719], [-0.587, 3.264, -0.214], [-0.453, 0.192, 3.520], [-2.718, -1.051, -1.300], [-8.492, -0.043, -0.404], [-0.582, 0.535, -0.180], [-2.816, 0.411, -1.232], [5.489, 1.321, -1.278], [6.382, -0.979, -1.548], [-1.668, 2.598, -0.743], [-7.408, 0.344, 0.430], [3.570, -2.176, 1.387], [-7.186, 0.275, -2.378], [6.756, -1.254, 1.087], [-0.918, 0.565, 2.613], [-1.539, -2.770, -0.934], [6.388, -2.925, 0.593], [-0.532, 4.344, -0.225], [-9.235, -0.328, -2.408], [-0.395, 0.990, 4.257], [-1.027, -0.646, 3.909], [7.399, -0.909, -1.165], [-2.492, 3.146, -1.183], [3.262, 0.892, -0.601], [-5.376, 0.971, 0.482], [4.864, 1.471, -2.162], [-3.545, -1.589, -1.748], [3.200, -1.456, 2.207], [-7.050, 0.287, -3.452], [1.308, 3.028, 0.781], [6.512, 1.580, -1.540], [1.266, -0.738, 3.899], [5.171, 1.983, -0.474], [3.838, -3.076, 1.934], [6.381, -0.690, -2.598], [-7.565, 0.396, 1.498], [2.773, -2.427, 0.692], [5.981, -2.360, 2.220], [6.027, -2.003, -1.480]]}

***

5.
{"formula": "C22H31N7", "method": "wB97M-V/def2-TZVPD", "homo_energy_ev": -8.1, "spin_multiplicity": 1, "gap_ev": 8.83, "smiles": "c1c/c(=N\\C2CN(C3CCCCC3)C2)[nH]c(N2CCn3nc4c(c3C2)CCC4)n1", "elements": ["N", "N", "N", "N", "N", "N", "N", "C", "C", "C", "C", "C", "C", "C", "C", "C", "C", "C", "C", "C", "C", "C", "C", "C", "C", "C", "C", "C", "C", "H", "H", "H", "H", "H", "H", "H", "H", "H", "H", "H", "H", "H", "H", "H", "H", "H", "H", "H", "H", "H", "H", "H", "H", "H", "H", "H", "H", "H", "H", "H"], "xyz": [[0.953, -4.386, -1.037], [2.662, -3.876, 0.449], [4.438, -1.715, 0.379], [5.048, -0.511, 0.297], [-2.409, 1.237, -0.858], [1.333, -2.148, -0.502], [0.106, -0.359, -1.212], [0.280, -1.618, -1.265], [-0.967, 0.184, -2.008], [4.497, -2.649, -0.726], [4.615, 0.123, 1.368], [-0.036, -3.930, -1.878], [3.619, -1.830, 1.465], [3.696, 1.572, 2.983], [3.267, 0.121, 3.346], [2.842, -3.097, 1.679], [-6.035, 2.147, -0.216], [-2.401, -0.092, -1.486], [-4.673, 4.252, -0.454], [-3.394, 3.421, -0.406], [-5.806, 3.564, 0.304], [-3.626, 2.013, -0.943], [-1.266, 1.658, -1.685], [-0.415, -2.643, -2.016], [3.721, -0.636, 2.136], [1.584, -3.474, -0.371], [3.936, -3.991, -0.271], [-4.748, 1.328, -0.169], [4.865, 1.470, 1.968], [-3.040, 3.333, 0.627], [-6.725, 4.150, 0.225], [-3.126, -0.184, -2.309], [-0.823, -0.023, -3.073], [-4.920, 0.326, -0.570], [2.855, 2.071, 2.498], [2.196, 0.056, 3.540], [-0.536, -4.708, -2.443], [-4.490, 5.246, -0.042], [5.535, -2.753, -1.041], [1.867, -1.461, 0.017], [-1.572, 2.223, -2.577], [-2.524, -0.932, -0.798], [3.960, 2.154, 3.865], [-2.600, 3.910, -0.976], [-3.945, 2.099, -2.004], [-6.815, 1.652, 0.366], [-1.221, -2.365, -2.679], [-4.974, 4.396, -1.498], [3.793, -4.647, -1.128], [-4.416, 1.207, 0.867], [3.781, -0.226, 4.247], [4.639, -4.477, 0.410], [-5.550, 3.519, 1.369], [5.835, 1.495, 2.471], [3.926, -2.252, -1.570], [-6.397, 2.197, -1.249], [4.853, 2.277, 1.236], [3.361, -3.740, 2.394], [-0.478, 2.193, -1.155], [1.865, -2.872, 2.107]]}

***

6.
{"formula": "C7H18O8V", "method": "wB97M-V/def2-TZVPD", "homo_energy_ev": [1.5, 1.4], "spin_multiplicity": 2, "total_charge": -2, "gap_ev": [3.29, 3.39], "elements": ["V", "O", "O", "O", "O", "O", "O", "O", "O", "C", "C", "C", "C", "C", "C", "C", "H", "H", "H", "H", "H", "H", "H", "H", "H", "H", "H", "H", "H", "H", "H", "H", "H", "H"], "xyz": [[2.013, 0.097, 1.133], [2.535, -1.370, 2.997], [3.769, -3.124, 2.531], [2.933, -2.119, 1.080], [4.131, 1.092, 1.674], [1.255, 1.232, 2.013], [-2.049, 0.914, 0.098], [2.159, 0.715, -0.364], [-0.036, -0.800, 0.388], [2.988, -2.240, 2.288], [-3.136, 2.510, -1.308], [-1.978, 2.263, -0.301], [-1.536, -2.662, 0.047], [-0.009, -1.787, -1.737], [-0.627, 2.496, -1.097], [-0.163, -2.032, -0.295], [-1.540, -3.287, 0.941], [-2.335, -1.922, 0.086], [-2.492, 0.892, 0.949], [0.589, -2.746, 0.041], [-1.967, 2.933, 0.559], [4.499, 1.385, 2.507], [0.098, -2.616, -2.437], [-0.861, -0.368, 0.155], [4.843, 0.609, 1.253], [-4.086, 2.562, -0.776], [0.206, 2.042, -0.560], [-0.783, 2.138, -2.114], [-1.829, -3.361, -0.736], [-0.384, 3.558, -1.140], [-2.943, 3.516, -1.680], [-3.257, 1.839, -2.158], [0.852, -1.149, -1.938], [-0.859, -1.208, -2.097]]}

***

Results for E_tot: -11082.97375, -690.19478, -919.66718, -3995.68401, -1240.17887, -1823.39655 (in hartree, following the order of the records).
Results for energy above the lowest of the compared OMol25 structures with the same formula, charge and spin: 29.2, 267.5, 154.9, 55.4, 30.7, 0.0 (in kJ/mol, following the order of the records).